# 1
This record from the OMol25 dataset describes a cluster of 2 separate species, C6H14 in total. The level of theory is the ωB97M-V functional and the def2-TZVPD basis.

SMILES string   C=C(C)C(C)C.[H][H]
HOMO   -9.2076 eV
Orbital gap   10.36 eV

```
20
Properties=species:S:1:pos:R:3:lowdin_charge:R:1
C 1.086 1.602 -0.519 0.008
C 0.249 0.706 -0.001 -0.395
C -0.475 0.965 1.298 -0.075
C -0.086 -0.565 -0.764 -0.408
C -0.070 -1.848 0.079 -0.080
C -1.450 -0.381 -1.440 -0.074
H 1.594 1.426 -1.465 0.064
H 1.294 2.547 -0.020 0.062
H -1.524 1.230 1.113 0.083
H -0.014 1.789 1.849 0.074
H -0.477 0.083 1.949 0.069
H 0.673 -0.677 -1.548 0.128
H -0.842 -1.836 0.856 0.072
H 0.899 -2.012 0.565 0.074
H -0.273 -2.713 -0.563 0.078
H -1.452 0.539 -2.033 0.082
H -1.687 -1.224 -2.099 0.078
H -2.247 -0.303 -0.691 0.078
H 2.525 0.676 1.598 0.038
H 2.414 -0.002 1.889 0.045
```

=====

# 2
This record from the OMol25 dataset describes an isolated molecule of C4H5BrN2O2 in a non-equilibrium geometry. The level of theory is the ωB97M-V functional and the def2-TZVPD basis.

SMILES string   C[C@H](Br)NC(=O)N=C=O
HOMO   -10.4339 eV
Orbital gap   11.01 eV

```
14
Properties=species:S:1:pos:R:3:lowdin_charge:R:1
C 1.049 1.504 1.145 -0.168
C 0.096 0.692 0.368 -0.774
Br -1.547 0.530 1.360 0.727
N 0.689 -0.661 0.088 0.059
C 0.068 -1.588 -0.688 -0.567
O 0.435 -2.690 -0.944 0.125
N -0.946 -0.976 -1.424 0.204
C -2.029 -1.123 -1.843 -0.329
O -3.103 -1.060 -2.215 0.213
H 1.973 1.774 0.543 0.109
H 1.657 0.881 1.854 0.095
H 0.551 2.366 1.507 0.054
H -0.199 1.170 -0.626 0.120
H 1.307 -0.818 0.876 0.134
```

=====

Q: Look up the orbital gap of the first one.
A: 10.36 eV

=====

Please write out number 1 again, unchanged.
This record from the OMol25 dataset describes a cluster of 2 separate species, C6H14 in total. The level of theory is the ωB97M-V functional and the def2-TZVPD basis.

SMILES string   C=C(C)C(C)C.[H][H]
HOMO   -9.2076 eV
Orbital gap   10.36 eV

```
20
Properties=species:S:1:pos:R:3:lowdin_charge:R:1
C 1.086 1.602 -0.519 0.008
C 0.249 0.706 -0.001 -0.395
C -0.475 0.965 1.298 -0.075
C -0.086 -0.565 -0.764 -0.408
C -0.070 -1.848 0.079 -0.080
C -1.450 -0.381 -1.440 -0.074
H 1.594 1.426 -1.465 0.064
H 1.294 2.547 -0.020 0.062
H -1.524 1.230 1.113 0.083
H -0.014 1.789 1.849 0.074
H -0.477 0.083 1.949 0.069
H 0.673 -0.677 -1.548 0.128
H -0.842 -1.836 0.856 0.072
H 0.899 -2.012 0.565 0.074
H -0.273 -2.713 -0.563 0.078
H -1.452 0.539 -2.033 0.082
H -1.687 -1.224 -2.099 0.078
H -2.247 -0.303 -0.691 0.078
H 2.525 0.676 1.598 0.038
H 2.414 -0.002 1.889 0.045
```

=====

Please write out number 2 again, unchanged.
This record from the OMol25 dataset describes an isolated molecule of C4H5BrN2O2 in a non-equilibrium geometry. The level of theory is the ωB97M-V functional and the def2-TZVPD basis.

SMILES string   C[C@H](Br)NC(=O)N=C=O
HOMO   -10.4339 eV
Orbital gap   11.01 eV

```
14
Properties=species:S:1:pos:R:3:lowdin_charge:R:1
C 1.049 1.504 1.145 -0.168
C 0.096 0.692 0.368 -0.774
Br -1.547 0.530 1.360 0.727
N 0.689 -0.661 0.088 0.059
C 0.068 -1.588 -0.688 -0.567
O 0.435 -2.690 -0.944 0.125
N -0.946 -0.976 -1.424 0.204
C -2.029 -1.123 -1.843 -0.329
O -3.103 -1.060 -2.215 0.213
H 1.973 1.774 0.543 0.109
H 1.657 0.881 1.854 0.095
H 0.551 2.366 1.507 0.054
H -0.199 1.170 -0.626 0.120
H 1.307 -0.818 0.876 0.134
```

=====

Q: Which of these has the highest HOMO?
A: C6H14